[1]
{"formula": "C19H58NbO10", "method": "ωB97M-V/def2-TZVPD", "multiplicity": 1, "e_tot_ev": -42659.1783, "charge": -1, "symbols": ["C", "C", "Nb", "C", "O", "C", "C", "O", "O", "H", "H", "H", "H", "H", "H", "H", "H", "H", "H", "H", "H", "H", "H", "H", "H", "C", "C", "O", "H", "H", "H", "H", "H", "H", "C", "C", "O", "H", "H", "H", "H", "H", "H", "C", "C", "O", "H", "H", "H", "H", "H", "H", "C", "C", "O", "H", "H", "H", "H", "H", "H", "C", "C", "O", "H", "H", "H", "H", "H", "H", "C", "C", "O", "H", "H", "H", "H", "H", "H", "C", "C", "O", "H", "H", "H", "H", "H", "H"], "positions_angstrom": [[2.77, -2.62, 3.09], [2.48, -1.67, 1.93], [1.00, -0.02, 1.98], [-1.10, 0.87, 2.19], [-2.04, 0.69, 3.27], [-2.22, -0.69, 3.48], [2.41, 1.72, 1.68], [3.48, 1.31, 2.56], [3.30, 1.90, 3.87], [1.89, -3.20, 3.39], [3.12, -2.12, 4.00], [3.55, -3.38, 2.87], [3.41, -1.15, 1.65], [2.16, -2.30, 1.08], [1.04, -0.01, 3.92], [0.06, -1.49, 1.44], [0.88, 0.30, 0.15], [-0.83, 1.95, 2.22], [-1.66, 0.67, 1.26], [-3.15, -0.85, 4.02], [-2.25, -1.23, 2.51], [-1.37, -1.14, 4.03], [2.86, 2.04, 0.73], [1.93, 2.63, 2.08], [2.64, 1.27, 4.23], [-4.64, -0.03, -1.94], [-3.66, -0.98, -1.28], [-3.41, -0.71, 0.07], [-4.29, 1.00, -1.84], [-4.73, -0.27, -3.00], [-5.62, -0.10, -1.46], [-2.68, -0.90, -1.76], [-4.00, -2.02, -1.43], [-4.23, -0.77, 0.59], [5.34, 2.70, -0.57], [6.14, 1.62, 0.14], [6.27, 1.85, 1.53], [5.76, 3.70, -0.45], [5.23, 2.52, -1.64], [4.35, 2.70, -0.11], [7.17, 1.59, -0.24], [5.69, 0.65, -0.05], [5.39, 1.84, 1.93], [-3.66, -2.49, -6.67], [-4.29, -1.19, -6.21], [-3.62, -0.61, -5.11], [-3.63, -3.21, -5.85], [-4.22, -2.93, -7.50], [-2.64, -2.30, -7.02], [-5.31, -1.36, -5.86], [-4.35, -0.49, -7.06], [-2.71, -0.42, -5.37], [9.78, 0.57, 1.04], [10.33, 1.27, -0.18], [11.18, 0.44, -0.97], [10.60, 0.21, 1.67], [9.15, 1.24, 1.63], [9.16, -0.28, 0.76], [10.95, 2.12, 0.10], [9.50, 1.66, -0.79], [10.68, -0.32, -1.26], [-6.12, 0.05, 4.02], [-6.17, 0.72, 2.67], [-5.93, -0.17, 1.59], [-5.17, -0.46, 4.15], [-6.22, 0.81, 4.81], [-6.92, -0.68, 4.14], [-5.36, 1.45, 2.57], [-7.11, 1.26, 2.54], [-6.58, -0.88, 1.58], [-3.18, 1.90, 7.77], [-4.48, 1.67, 7.03], [-4.69, 2.60, 5.98], [-3.15, 2.91, 8.18], [-3.06, 1.19, 8.59], [-2.33, 1.77, 7.09], [-5.33, 1.79, 7.70], [-4.50, 0.64, 6.65], [-3.97, 2.49, 5.35], [0.04, -2.28, -10.67], [-0.68, -2.16, -9.34], [-1.65, -1.12, -9.31], [0.52, -1.34, -10.93], [0.80, -3.06, -10.62], [-0.67, -2.55, -11.46], [0.02, -1.89, -8.54], [-1.13, -3.12, -9.06], [-2.32, -1.31, -9.98]]}

[2]
{"formula": "C19H58O10", "method": "ωB97M-V/def2-TZVPD", "multiplicity": 1, "e_tot_ev": -41113.4307, "charge": 0, "symbols": ["C", "O", "H", "H", "H", "H", "C", "C", "O", "H", "H", "H", "H", "H", "H", "C", "C", "O", "H", "H", "H", "H", "H", "H", "C", "C", "O", "H", "H", "H", "H", "H", "H", "C", "C", "O", "H", "H", "H", "H", "H", "H", "C", "C", "O", "H", "H", "H", "H", "H", "H", "C", "C", "O", "H", "H", "H", "H", "H", "H", "C", "C", "O", "H", "H", "H", "H", "H", "H", "C", "C", "O", "H", "H", "H", "H", "H", "H", "C", "C", "O", "H", "H", "H", "H", "H", "H"], "positions_angstrom": [[12.65, 21.21, -2.60], [13.91, 20.76, -2.06], [12.05, 20.39, -3.00], [11.97, 21.54, -1.83], [12.69, 21.92, -3.43], [13.76, 20.12, -1.36], [12.42, 15.63, -4.52], [12.08, 15.11, -5.92], [13.20, 14.85, -6.70], [12.88, 16.61, -4.61], [13.06, 14.93, -3.98], [11.53, 15.72, -3.90], [11.50, 15.83, -6.51], [11.38, 14.27, -5.94], [13.87, 14.52, -6.09], [5.38, 13.37, -3.96], [6.58, 12.78, -4.60], [7.18, 11.86, -3.67], [4.93, 12.63, -3.30], [4.67, 13.91, -4.59], [5.69, 14.08, -3.19], [7.29, 13.59, -4.79], [6.37, 12.18, -5.49], [6.60, 11.11, -3.51], [1.37, 21.12, -5.75], [0.54, 21.28, -4.51], [-0.48, 22.28, -4.69], [2.01, 21.98, -5.92], [0.76, 20.86, -6.62], [2.04, 20.27, -5.67], [1.22, 21.57, -3.71], [0.11, 20.33, -4.22], [-1.10, 22.17, -3.96], [3.29, 16.98, 0.21], [3.97, 17.87, -0.88], [5.33, 18.02, -0.47], [3.47, 15.92, 0.07], [2.20, 17.02, 0.28], [3.67, 17.17, 1.21], [3.45, 18.82, -0.98], [3.93, 17.47, -1.89], [5.36, 18.63, 0.27], [7.74, 19.98, -7.10], [7.40, 19.27, -5.77], [7.81, 20.01, -4.66], [7.38, 19.42, -7.96], [8.78, 20.30, -7.19], [7.17, 20.90, -7.20], [7.73, 18.24, -5.71], [6.33, 19.06, -5.67], [7.34, 19.65, -3.90], [12.66, 24.33, -8.27], [12.10, 25.73, -8.08], [11.64, 25.99, -6.77], [13.28, 24.00, -7.44], [13.20, 24.15, -9.20], [11.78, 23.70, -8.45], [11.37, 25.98, -8.85], [12.90, 26.46, -8.20], [10.88, 25.43, -6.58], [10.61, 18.40, -13.21], [10.91, 19.84, -12.80], [12.33, 19.97, -12.59], [9.54, 18.24, -13.31], [11.03, 17.68, -12.51], [11.09, 18.28, -14.19], [10.42, 20.21, -11.90], [10.56, 20.42, -13.65], [12.60, 19.53, -11.78], [3.66, 18.50, -9.86], [3.85, 17.14, -9.22], [2.77, 16.96, -8.35], [3.76, 19.25, -9.07], [2.71, 18.62, -10.39], [4.45, 18.76, -10.56], [4.73, 17.03, -8.57], [4.00, 16.28, -9.87], [1.94, 16.89, -8.83], [6.85, 26.60, -4.45], [6.78, 25.12, -5.00], [8.03, 24.55, -4.89], [7.68, 27.05, -5.00], [7.00, 26.62, -3.37], [5.88, 27.06, -4.60], [6.54, 25.16, -6.06], [6.08, 24.45, -4.49], [7.89, 23.60, -4.89]]}

[3]
{"formula": "C19H60B2NO34", "method": "ωB97M-V/def2-TZVPD", "multiplicity": 1, "e_tot_ev": -93137.9204, "charge": -1, "symbols": ["C", "C", "C", "C", "N", "C", "C", "C", "C", "C", "C", "C", "H", "H", "H", "H", "H", "H", "H", "H", "H", "H", "H", "H", "H", "H", "H", "H", "H", "H", "H", "H", "H", "H", "H", "H", "O", "C", "O", "B", "O", "C", "O", "O", "C", "O", "C", "O", "O", "O", "C", "O", "B", "O", "C", "O", "O", "C", "O", "C", "O", "O", "O", "H", "H", "O", "H", "H", "O", "H", "H", "O", "H", "H", "O", "H", "H", "O", "H", "H", "O", "H", "H", "O", "H", "H", "O", "H", "H", "O", "H", "H", "O", "H", "H", "O", "H", "H", "O", "H", "H", "O", "H", "H", "O", "H", "H", "O", "H", "H", "O", "H", "H", "O", "H", "H"], "positions_angstrom": [[-0.42, -3.23, 0.96], [-1.01, -2.03, 1.80], [-0.34, -0.61, 1.60], [-0.66, -0.10, 0.17], [-0.26, 1.30, -0.21], [1.08, 1.69, 0.22], [1.07, 3.19, 0.37], [-0.28, 3.42, 1.08], [-1.18, 2.34, 0.53], [-0.34, 1.45, -1.70], [-1.62, 0.87, -2.32], [-1.68, 1.04, -3.87], [-0.83, -4.22, 1.36], [0.74, -3.18, 1.03], [-0.64, -2.98, -0.14], [-0.77, -2.36, 2.75], [-2.12, -1.91, 1.85], [0.80, -0.61, 1.83], [-0.68, -0.02, 2.27], [-1.75, -0.03, -0.04], [-0.09, -0.85, -0.48], [1.84, 1.37, -0.49], [1.46, 1.30, 1.10], [1.02, 3.79, -0.44], [1.95, 3.50, 0.93], [-0.66, 4.48, 0.84], [-0.17, 3.15, 2.00], [-1.83, 3.01, -0.08], [-1.88, 1.88, 1.37], [0.55, 1.14, -2.08], [-0.26, 2.45, -1.95], [-2.49, 1.50, -1.98], [-1.90, -0.26, -2.40], [-0.68, 0.68, -4.26], [-1.87, 1.95, -4.38], [-2.46, 0.58, -4.29], [2.78, 2.54, -2.91], [3.91, 2.37, -2.53], [4.59, 1.25, -2.84], [5.68, 1.23, -1.90], [5.52, 2.43, -1.10], [4.55, 3.04, -1.63], [4.05, 4.11, -1.18], [6.97, 1.25, -2.61], [7.47, 0.03, -2.38], [8.23, -0.40, -3.25], [6.66, -0.81, -1.57], [5.73, -0.04, -1.16], [6.98, -1.87, -1.26], [-0.10, -2.38, -3.40], [1.05, -2.20, -2.94], [1.42, -2.48, -1.70], [2.75, -1.83, -1.50], [3.18, -1.57, -2.89], [2.23, -1.79, -3.66], [2.26, -1.16, -4.66], [3.60, -2.80, -0.84], [3.89, -2.35, 0.30], [4.48, -3.04, 1.11], [3.43, -1.07, 0.41], [2.71, -0.71, -0.54], [3.49, -0.33, 1.38], [-4.45, -2.45, 3.91], [-4.17, -3.34, 3.47], [-3.68, -2.05, 4.28], [-5.67, 2.89, -2.21], [-5.90, 2.94, -1.29], [-5.36, 1.93, -2.38], [-0.61, 2.27, -6.96], [-0.53, 1.31, -6.92], [0.07, 2.66, -6.47], [-4.46, -1.36, 0.84], [-4.01, -1.92, 1.57], [-4.64, -0.42, 0.93], [-2.69, -4.79, -1.40], [-2.05, -5.21, -1.90], [-2.58, -5.37, -0.61], [-1.09, -4.12, 5.18], [-0.70, -4.55, 5.85], [-0.45, -3.40, 5.28], [-2.89, -4.87, 3.06], [-2.11, -4.50, 3.53], [-3.17, -5.65, 3.50], [0.87, 3.73, 4.35], [1.51, 3.07, 4.23], [1.22, 4.31, 3.76], [-4.50, 1.52, 1.79], [-4.14, 2.36, 1.63], [-4.94, 1.55, 2.74], [-3.56, 4.08, 1.08], [-3.36, 4.65, 1.78], [-3.86, 4.76, 0.61], [-0.05, -6.50, 2.77], [0.58, -6.16, 3.48], [-0.72, -6.26, 3.48], [-3.47, 2.28, -7.64], [-3.58, 3.12, -7.28], [-2.57, 2.21, -7.28], [2.79, 6.15, -0.14], [3.37, 5.47, -0.59], [3.21, 7.16, -0.05], [-2.60, -6.55, 0.79], [-1.91, -7.06, 1.26], [-2.58, -5.91, 1.51], [2.81, -0.38, 4.25], [3.26, -0.80, 3.48], [3.43, -0.85, 4.93], [-3.75, -2.56, -1.97], [-3.27, -3.32, -1.90], [-3.98, -2.21, -1.04], [-2.35, -0.63, 4.45], [-1.47, -0.54, 4.87], [-2.50, 0.32, 4.27], [2.30, 5.95, 2.65], [2.64, 5.86, 1.72], [3.15, 6.07, 3.01]]}

Quick rundown of HOMO-LUMO gap, same order as above: 6.447 10.142 7.907 eV